[1]
The following is a DFT calculation (ωB97M-V with the def2-TZVPD basis set) of a cluster of 15 separate species, C15H45N15O30 in total in a non-equilibrium geometry.

Last column: Löwdin charge in e.
Geometry (Å):
O (-17.151860, 15.600312, -0.175347)  0.06
O (-11.788978, 11.879705, -5.891081)  0.02
O (-7.395838, 15.023757, 4.007127)  0.06
H (-19.014643, 17.130592, 4.792613)  0.11
O (-13.435364, 17.314475, -2.989658)  0.07
H (-14.176469, 12.402065, -1.461392)  0.07
H (-18.956798, 9.525535, 3.527547)  0.10
C (-13.495052, 16.414410, 2.676046)  0.05
O (-13.458613, 5.132517, 1.002781)  0.10
C (-14.632225, 12.070150, -4.010362)  0.04
C (-8.066533, 19.307985, -0.179433)  0.05
H (-16.343228, 12.969788, 1.030445)  0.10
H (-17.284582, 14.282001, 1.887419)  0.08
O (-11.516817, 7.368898, -1.052058)  0.07
N (-8.445592, 17.991715, -0.706040)  -0.42
H (-6.984495, 19.396340, -0.276840)  0.11
O (-16.778659, 17.814908, 4.656670)  0.06
O (-14.026807, 12.738321, 2.957595)  0.05
H (-9.712444, 14.138674, 3.225907)  0.09
O (-13.274078, 18.183441, 4.244373)  0.07
H (-18.898941, 15.495275, 4.019503)  0.10
H (-18.170430, 13.050037, 0.914766)  0.10
H (-14.018389, 11.588804, -3.249036)  0.07
O (-9.545398, 17.552060, -0.347263)  0.03
H (-17.988775, 8.177009, 3.361755)  0.10
H (-14.949020, 13.076643, -3.737012)  0.12
C (-17.235490, 13.595761, 1.041984)  0.05
H (-8.837264, 12.993960, -3.583455)  0.07
C (-11.676832, 7.961814, -3.220717)  0.04
H (-11.453713, 10.231455, -8.462157)  0.10
C (-13.832650, 18.898128, -1.293736)  0.05
N (-13.302632, 11.815863, 3.279516)  -0.43
H (-12.482569, 12.138584, -1.771666)  0.08
N (-17.124588, 16.688420, 4.257171)  -0.44
N (-15.841582, 11.230737, -3.826866)  -0.44
H (-12.865561, 19.355932, -1.501688)  0.10
H (-9.938399, 16.720358, -3.725050)  0.10
C (-13.405037, 11.351451, 4.701787)  0.05
O (-16.960861, 13.803298, -1.274311)  0.02
O (-16.131160, 10.711933, -2.774341)  0.07
O (-15.378576, 18.209494, -2.904467)  0.03
H (-16.133562, 6.252657, -0.309912)  0.10
H (-12.772211, 15.734938, 2.224476)  0.08
H (-13.988899, 15.976509, 3.543484)  0.08
H (-18.507828, 17.046360, 3.067876)  0.12
H (-12.302916, 11.787061, -8.448018)  0.10
H (-11.010493, 8.731595, -3.609992)  0.10
O (-6.810138, 13.799370, -4.384120)  0.09
O (-7.694088, 17.396262, -1.503367)  0.05
H (-9.413258, 14.924709, 1.540278)  0.09
H (-13.155521, 10.269022, -8.065168)  0.10
N (-8.033617, 15.483037, 3.060933)  -0.41
N (-17.110632, 14.388891, -0.173510)  -0.43
H (-13.051906, 11.707323, -0.193521)  0.09
H (-11.179859, 6.991769, -3.209426)  0.10
N (-11.860987, 8.253385, -1.799472)  -0.44
C (-10.130427, 15.898787, -3.034954)  0.04
H (-12.662296, 7.879499, -3.679174)  0.11
N (-14.300194, 5.174622, 0.180189)  -0.46
C (-12.220263, 10.818047, -7.955787)  0.05
N (-6.991575, 12.637832, -4.499994)  -0.47
H (-9.241113, 15.380222, -2.676730)  0.09
O (-12.089487, 9.726165, -5.970025)  0.10
O (-11.804518, 14.328235, -3.511817)  0.02
H (-15.083023, 6.912828, 0.986908)  0.09
H (-10.106478, 15.799385, 2.822871)  0.07
C (-18.536869, 16.523375, 4.023774)  0.03
O (-16.495285, 9.694545, 2.156785)  0.08
H (-14.223415, 16.888048, 2.017834)  0.11
N (-14.201421, 18.087011, -2.478864)  -0.43
H (-19.527941, 8.558839, 2.343603)  0.10
N (-17.650786, 9.672973, 1.888297)  -0.42
O (-16.387056, 15.717901, 4.061721)  0.04
N (-10.752474, 14.867559, -3.941680)  -0.41
H (-12.582445, 10.651845, 4.850090)  0.10
O (-6.145581, 11.847433, -4.890947)  0.05
H (-8.559107, 19.863256, -0.977635)  0.11
H (-8.886625, 11.864372, -4.881908)  0.09
N (-11.971004, 10.763242, -6.460707)  -0.44
N (-12.897005, 13.708954, -0.298893)  -0.42
H (-13.477779, 12.242140, 5.325879)  0.10
H (-14.545111, 19.720018, -1.223112)  0.10
O (-13.819292, 14.275243, 0.187550)  0.08
C (-8.295382, 12.150967, -4.012200)  0.04
O (-11.696698, 14.026906, -0.352486)  0.04
H (-8.499061, 19.382479, 0.818301)  0.11
O (-12.464657, 11.246179, 2.580504)  0.06
H (-13.777428, 18.263896, -0.408971)  0.09
O (-18.123584, 10.240996, 0.857386)  0.03
C (-15.106980, 6.438406, 0.005858)  0.05
C (-13.190959, 12.431085, -0.996598)  0.03
O (-10.128723, 14.561653, -4.934600)  0.05
O (-7.595510, 16.404497, 2.351656)  0.02
O (-16.569138, 11.278897, -4.828659)  0.03
H (-14.489096, 7.063516, -0.638797)  0.09
O (-14.577490, 4.282507, -0.621359)  0.04
O (-11.627957, 17.748109, 3.018676)  0.02
H (-10.828599, 16.197193, -2.252898)  0.07
C (-18.565411, 8.870259, 2.749395)  0.03
O (-12.393968, 9.314833, -1.414230)  0.03
H (-14.362961, 10.834299, 4.757017)  0.10
C (-9.398180, 14.994125, 2.627968)  0.05
N (-12.765745, 17.473442, 3.399479)  -0.44
H (-8.057261, 11.288196, -3.390100)  0.10
H (-14.363321, 12.087171, -5.066532)  0.09

Cartesian forces (eV/Å) of the 3 atoms listed first:
-0.17 0.23 1.46
-0.06 -2.64 -0.83
-1.57 0.07 -1.06

Properties
**Energy above the lowest of the compared OMol25 structures with the same formula, charge and spin**: 280.6 kJ/mol
**Multiplicity**: 1
**Maximum force**: 7.22 eV Å⁻¹
**Orbital gap**: 10.1 eV



[2]
The following is a DFT calculation (ωB97M-V with the def2-TZVPD basis set) of a structure of composition C15H45N3O6 in a non-equilibrium geometry.

Last column: Löwdin charge in e.
Geometry (Å):
H (2.644224, -1.576252, 0.048140)  0.09
H (3.275814, -1.355642, 1.698790)  0.12
H (0.966214, 2.872318, -1.511400)  0.03
H (3.932774, -0.643242, 0.279500)  0.10
N (2.607094, 3.732078, 1.872190)  0.09
H (1.058884, 1.092758, 2.517450)  0.07
H (1.915234, 1.360388, 2.624360)  0.06
H (-2.484646, -1.228792, 5.033020)  0.08
H (-2.965696, -0.118922, 0.274420)  0.03
H (0.105504, -0.345372, -2.445240)  0.00
O (0.437234, -1.509792, -1.968700)  -0.14
O (-3.838586, -3.163582, -1.834050)  -0.21
C (-4.710826, -3.808542, -2.821210)  -0.09
H (-1.715986, 0.637668, -1.412580)  0.09
H (-4.206926, -0.140982, -0.809600)  0.10
H (-1.041296, -1.469942, 4.331930)  0.07
H (-4.136446, -4.366492, -3.560720)  0.08
H (1.431514, 1.580908, -2.081520)  0.12
H (3.635504, 3.548818, -0.793850)  0.08
C (0.054314, -0.852262, 1.894310)  -0.25
C (-2.086786, -1.397302, 4.032310)  -0.09
H (-5.425236, -4.383222, -2.231750)  0.08
H (-5.249376, -3.023152, -3.351520)  0.08
C (1.432144, 3.775008, -1.116240)  -0.27
H (0.941294, 5.204958, 0.123970)  0.09
C (3.639174, 2.774638, -0.026560)  -0.06
H (2.011174, -0.429542, 2.380730)  0.07
H (-1.966236, -1.073472, 1.271820)  0.08
H (-3.753436, -1.518092, -3.190800)  0.12
H (-1.498146, -1.602332, -1.213470)  0.09
H (0.733724, -3.458512, -2.576240)  0.10
C (-2.390496, -1.100052, -1.587000)  -0.41
O (-0.307646, 0.463448, -2.134270)  -0.22
C (0.471724, -2.899652, -1.677840)  -0.08
H (0.353594, 1.888188, -0.727820)  0.10
O (2.110824, 0.241978, 0.999350)  -0.38
H (-1.560066, 0.530128, 1.268710)  0.12
C (1.047234, 0.009508, 2.637940)  -0.10
H (-1.250026, -0.010562, -2.803210)  0.02
O (-2.015836, -0.191452, 3.234130)  -0.17
H (4.537634, 2.803578, 0.589920)  0.10
O (0.544934, 4.471308, -0.351690)  -0.07
H (1.734084, 3.739578, 2.380040)  0.09
N (0.524604, -0.827672, 0.512700)  -0.01
H (0.915134, -0.124862, 3.711530)  0.11
H (1.970014, 4.243628, -1.940370)  0.11
C (2.485024, 2.567178, 0.992900)  -0.43
H (-0.291116, -3.367492, -1.055510)  0.10
H (3.566074, 1.048788, 2.183610)  0.16
H (1.305884, -3.088312, -1.002060)  0.08
C (-3.382986, -0.777612, -0.487220)  -0.07
H (2.167214, 3.568048, -0.338460)  -0.02
C (0.722744, 1.112438, -1.398670)  -0.07
N (-2.062096, 0.144038, -2.222910)  0.04
H (0.018344, -1.319922, -0.209450)  0.05
H (0.050724, -1.911482, 2.151500)  0.14
C (2.588144, 1.294148, 1.769420)  -0.22
C (-3.110246, -2.094732, -2.526030)  -0.17
H (3.803384, 1.907118, -0.665730)  0.09
H (0.732444, -1.134572, -1.135840)  0.02
C (2.985984, -0.844872, 0.780520)  -0.05
C (-1.471256, -0.344362, 1.913290)  -0.16
H (2.473774, 4.386418, 1.114450)  0.06
H (-2.429906, -2.361942, 3.658380)  0.09
H (1.481794, 2.563458, 0.566740)  0.11
H (-2.378476, -2.555672, -3.189460)  0.11
H (-3.699546, -1.626162, 0.119280)  0.09
H (1.181684, 0.442138, -0.671920)  0.04
H (0.834524, 0.042198, 0.103590)  -0.01

Cartesian forces (eV/Å) of the 3 atoms listed first:
-0.91 0.19 0.60
-0.34 -0.12 0.31
0.55 2.44 0.24

Properties
**Energy above the lowest of the compared OMol25 structures with the same formula, charge and spin**: 2169.6 kJ/mol
**Multiplicity**: 1
**Maximum force**: 15.72 eV Å⁻¹
**Orbital gap**: 7.4 eV



[3]
The following is a DFT calculation (ωB97M-V with the def2-TZVPD basis set) of a cluster of 6 separate species, C15H45N9O6 in total in a non-equilibrium geometry.

Last column: Löwdin charge in e.
Geometry (Å):
C (5.026622, 1.084516, -8.430935)  -0.20
H (-5.633668, -0.963014, -1.033215)  0.12
H (-1.999618, -5.103394, 5.952005)  0.08
H (4.433472, -0.597624, -7.548305)  0.14
H (0.640242, 7.654456, 2.148525)  0.14
H (1.446112, 7.246676, -2.230845)  0.09
C (-7.296328, -1.810244, -0.353885)  -0.85
C (-1.621938, -4.155304, 6.334855)  -0.09
N (-0.496248, 9.462906, 2.678555)  0.03
H (7.058472, 1.509846, -10.054495)  0.09
H (0.123472, 8.432156, -2.284465)  0.08
H (4.696652, 1.860866, -5.981775)  0.08
H (-1.449738, -5.961194, 9.515165)  0.06
H (-4.275198, -7.308074, 0.556165)  0.11
C (0.378962, -5.698334, 9.193035)  -0.41
H (1.976892, 0.206846, -6.825725)  0.07
H (1.602112, 8.934456, -1.709355)  0.08
O (-8.327418, -2.409184, -0.613895)  0.02
H (-6.036228, -0.863934, 0.774215)  0.11
H (-1.305178, 6.513146, 1.486565)  0.08
H (-6.652138, -1.856404, -2.168715)  0.13
C (4.198802, 0.444466, -7.331335)  -0.46
H (-0.018228, 2.249956, -1.748225)  0.13
H (-1.317068, 7.094356, 3.160715)  0.08
O (-1.467718, -6.831874, -0.631075)  0.02
C (-2.671228, -7.035064, -0.544365)  -0.80
C (1.716982, -6.469674, 9.384745)  -0.06
H (-0.916448, 9.022106, -0.024005)  0.13
H (-3.178608, -6.471674, -2.373765)  0.13
H (0.732342, 9.613436, 0.439195)  0.13
N (-6.463028, -1.499944, -1.242825)  0.16
H (2.537352, -5.856854, 9.011185)  0.06
H (-4.415808, -7.211194, -1.285785)  0.11
H (-0.855708, 9.106746, 3.552655)  0.07
H (1.087632, 1.176746, -2.706315)  0.12
O (-1.008828, -4.279614, 7.662285)  -0.20
H (4.641692, 2.045426, -8.772355)  0.12
H (-2.528288, -3.550954, 6.372165)  0.08
O (6.417492, 1.174056, -8.046945)  -0.20
H (-0.176378, -6.075174, 7.008335)  0.12
H (0.940792, -4.835904, 7.261035)  0.11
N (4.682902, 0.853086, -6.047295)  0.04
H (-2.324748, 7.814086, 1.991315)  0.08
C (7.206362, 1.795616, -9.013075)  -0.13
H (7.104562, 2.868006, -8.846585)  0.09
C (-0.163678, 8.336156, 1.870875)  -0.46
N (-6.861218, -1.446414, 0.789555)  0.17
H (1.161092, -0.899684, -2.153635)  0.11
N (0.380342, 1.359256, -2.008785)  0.18
H (-0.188448, -1.530264, -1.163705)  0.12
C (0.956382, 8.056526, -1.690105)  -0.10
N (0.362252, -0.775914, -1.548135)  0.17
H (2.535252, 1.768416, -7.164595)  0.08
N (-3.282628, -7.492144, 0.524315)  0.15
H (5.668222, 0.631416, -6.057095)  0.07
H (1.840792, -7.364154, 8.774275)  0.08
H (-0.953338, -3.702124, 5.602935)  0.08
H (0.253692, -4.783994, 9.773025)  0.13
H (-7.384818, -1.598364, 1.639765)  0.13
H (1.929582, -6.650834, 10.438345)  0.07
C (-0.231398, 0.384616, -1.495165)  -0.85
O (0.517202, 7.702256, -0.379495)  -0.19
O (-1.249658, 0.515366, -0.853985)  0.02
H (-1.215868, 9.952696, 2.166365)  0.08
H (-0.493788, -6.660234, 10.683875)  0.07
H (-2.625668, -7.856954, 1.199155)  0.12
H (4.952342, 0.482526, -9.336585)  0.12
H (8.238882, 1.515016, -8.805085)  0.09
C (0.042052, -5.264994, 7.704035)  -0.19
C (-1.322798, 7.403266, 2.115425)  -0.10
N (-0.671038, -6.579384, 9.692835)  0.01
N (-3.526608, -6.770764, -1.474015)  0.16
C (0.048572, 8.764986, 0.412725)  -0.21
H (2.364772, 0.455196, -8.444415)  0.08
C (2.705362, 0.729176, -7.445895)  -0.06

Cartesian forces (eV/Å) of the 3 atoms listed first:
0.45 0.54 -1.13
-0.13 -0.33 -0.61
0.44 -0.41 0.11

Properties
**Energy above the lowest of the compared OMol25 structures with the same formula, charge and spin**: 421.9 kJ/mol
**Multiplicity**: 1
**Maximum force**: 7.71 eV Å⁻¹
**Orbital gap**: 9.5 eV



LUMO level values, unit eV, following the record order: -0.5314 0.4089 0.3523.